DFT (ωB97M-V/def2-TZVPD) results for a molecular structure, C24H50BInO5 at a distorted geometry.

The geometry in XYZ format:
```
81
Properties=species:S:1:pos:R:3:forces:R:3
C 6.830 -1.082 2.375 0.3 -0.1 -0.1
C 7.800 -0.378 1.424 -0.7 -0.2 0.1
C 7.061 0.500 0.391 0.5 0.0 0.1
C 7.552 0.345 -1.062 -0.2 0.0 0.1
C 6.504 -0.231 -2.014 0.5 -0.2 -0.1
C 6.165 -1.703 -1.706 -0.1 0.3 0.4
C 4.770 -1.914 -1.108 0.3 0.0 -0.4
C 4.372 -3.394 -1.107 -0.2 0.2 -0.2
C 3.356 -3.760 -0.021 0.0 0.4 0.0
C 1.899 -3.573 -0.464 0.0 0.0 0.1
C 0.931 -4.504 0.251 -0.3 0.0 -0.1
C -0.553 -4.227 -0.014 0.4 -0.1 0.3
C -0.944 -2.836 0.451 -0.9 -0.1 -1.2
C -2.451 -2.551 0.448 0.2 0.2 0.4
C -2.826 -1.058 0.381 0.2 -0.7 -0.1
C -4.250 -0.771 0.874 -0.5 1.0 -0.4
O -4.182 0.241 1.907 1.4 -0.1 0.3
B -4.294 1.460 1.249 -2.1 -2.8 0.4
C -4.301 2.887 2.181 1.8 2.2 -0.4
O -4.984 3.785 1.498 -1.3 -0.5 0.7
C -4.841 5.180 1.873 0.6 0.6 -0.2
C -3.869 5.901 0.932 0.2 -0.2 0.0
O -3.728 5.131 -0.236 -0.1 0.0 0.0
C -3.404 5.901 -1.405 0.2 0.0 0.3
C -2.068 6.637 -1.293 -0.2 0.1 -0.3
O -5.208 1.305 0.240 1.3 1.0 -1.4
C -5.152 -0.057 -0.188 -0.8 -0.9 0.3
C -6.605 -0.549 -0.290 0.0 0.3 0.1
O -7.220 0.116 -1.348 0.1 0.0 -0.1
C -7.695 -0.699 -2.420 0.0 0.0 0.1
H 7.371 -1.716 3.078 0.0 0.0 0.1
H 6.250 -0.355 2.944 -0.1 0.0 0.0
H 6.158 -1.734 1.810 -0.1 0.1 0.0
H 8.466 0.231 2.033 0.3 -0.1 -0.2
H 8.371 -1.148 0.903 0.2 0.1 0.1
H 5.992 0.284 0.450 -0.1 0.1 -0.1
H 7.201 1.539 0.690 -0.3 0.1 0.0
H 8.414 -0.325 -1.086 0.1 0.0 0.0
H 7.909 1.301 -1.444 -0.1 0.1 0.0
H 5.601 0.386 -2.003 0.0 0.0 -0.1
H 6.936 -0.186 -3.015 -0.2 0.1 -0.1
H 6.882 -2.066 -0.964 0.1 -0.2 -0.2
H 6.276 -2.319 -2.600 0.0 0.0 0.0
H 4.072 -1.321 -1.707 -0.2 0.0 0.2
H 4.778 -1.515 -0.090 -0.1 0.0 0.0
H 5.269 -4.011 -1.048 0.0 0.0 0.2
H 3.927 -3.604 -2.083 0.1 -0.2 0.0
H 3.520 -4.759 0.384 -0.1 -0.1 -0.2
H 3.523 -3.058 0.804 0.1 -0.3 0.3
H 1.793 -3.723 -1.541 0.0 -0.1 0.0
H 1.635 -2.514 -0.308 0.0 0.0 0.0
H 1.089 -4.486 1.340 0.1 0.0 0.0
H 1.126 -5.530 -0.056 0.2 0.0 0.1
H -1.131 -4.979 0.525 -0.2 0.1 0.0
H -0.787 -4.334 -1.075 0.0 0.1 0.0
H -0.471 -2.094 -0.210 0.2 0.0 0.2
H -0.523 -2.723 1.467 -1.2 -1.5 -0.6
H -2.863 -3.062 -0.421 -0.2 -0.2 0.2
H -2.877 -2.958 1.366 -0.2 -0.3 -0.2
H -2.691 -0.716 -0.650 -0.1 0.1 0.0
H -2.119 -0.476 0.981 -0.1 0.1 0.2
H -4.761 -1.657 1.245 0.2 0.0 0.3
H -3.294 1.872 0.581 -0.2 1.2 0.8
H -3.287 3.229 2.414 0.0 0.0 0.3
H -4.761 2.493 3.107 -0.4 -1.0 -0.6
H -4.483 5.246 2.899 0.0 -0.1 0.1
H -5.845 5.593 1.853 -0.1 -0.2 -0.3
H -4.240 6.908 0.719 -0.1 0.0 0.0
H -2.901 6.018 1.431 0.0 0.0 0.0
H -4.225 6.604 -1.569 0.0 -0.1 -0.2
H -3.368 5.170 -2.207 -0.2 0.0 0.0
H -1.507 6.521 -2.219 0.1 0.0 0.0
H -2.214 7.705 -1.155 0.1 0.0 0.2
H -1.466 6.245 -0.475 0.0 0.0 0.0
H -4.716 -0.104 -1.187 0.0 0.3 -0.1
H -6.616 -1.638 -0.401 0.0 0.0 0.0
H -7.113 -0.266 0.637 0.0 -0.3 0.1
H -7.071 -1.587 -2.550 0.0 0.0 0.0
H -8.724 -1.000 -2.229 0.0 -0.1 0.0
H -7.647 -0.101 -3.325 -0.1 0.0 0.0
In 0.474 -1.384 2.156 1.7 1.8 1.1
```
Positions in Å, forces in eV/Å.

Net charge   +2
2S+1   1
HOMO   -13.9 eV
E_LUMO   -9.9 eV
Frontier orbital gap   0.145 Eh